A molecular structure, C21H25N5O3PV, computed with the ωB97M-V functional and the def2-TZVPD basis.

Its expectation value of S² is 3.763. For the orbital gap (spin up / spin down), the calculation gives 7.36 / 7.60 eV. As for the spin multiplicity: 4. The HOMO energy (spin up / spin down) comes out at -0.372 / -0.380 Eh. As for the charge: +1. The energy above the lowest of the compared OMol25 structures with the same formula, charge and spin comes out at 0.0 kcal/mol.

Positions of all 56 atoms, in Å:
V: -1.1844 -0.5880 -0.1126
C: -4.3524 0.0331 3.3308
O: -3.1775 0.6735 3.8297
C: -2.7287 1.7049 3.0483
C: -2.8595 3.0032 3.4921
C: -2.3603 4.0719 2.7457
C: -1.7284 3.8192 1.5522
C: -1.5781 2.5055 1.0746
C: -0.8486 2.3477 -0.1653
N: -0.6190 1.2238 -0.7504
N: 0.1924 1.2647 -1.8951
C: 0.4198 0.0575 -2.3075
O: -0.0492 -1.0217 -1.7054
C: 1.2945 -0.1524 -3.4855
C: 1.4608 -1.4391 -3.9952
C: 2.3083 -1.6609 -5.0726
C: 2.9929 -0.5975 -5.6429
C: 2.8206 0.6880 -5.1437
C: 1.9747 0.9144 -4.0713
C: -2.0824 1.4208 1.8300
O: -1.9528 0.1511 1.4541
H: -4.7765 -0.5363 4.1541
H: -5.0821 0.7736 2.9962
H: -4.1071 -0.6367 2.5058
H: -3.3547 3.1704 4.4401
H: -2.4713 5.0846 3.1064
H: -1.3322 4.6341 0.9587
H: -0.4366 3.2388 -0.6361
H: 0.8847 -2.2516 -3.5724
H: 2.4166 -2.6573 -5.4811
H: 3.6492 -0.7658 -6.4866
H: 3.3450 1.5183 -5.5977
H: 1.8294 1.9094 -3.6742
C: 3.9525 -3.4907 0.8025
N: 3.4140 -2.8445 -0.4789
C: 3.9070 -1.3869 -0.5327
N: 3.5513 -0.6909 0.6510
C: 4.0744 -1.3697 1.8321
N: 3.5745 -2.7392 1.9461
C: 2.1331 -2.7904 2.2292
P: 1.1116 -2.0129 0.8807
C: 1.9172 -2.9162 -0.5244
C: 2.1095 -0.4460 0.7465
H: 5.0377 -3.5149 0.6995
H: 3.5571 -4.5052 0.8370
H: 3.7924 -3.3378 -1.2884
H: 3.4599 -0.9378 -1.4207
H: 4.9906 -1.4443 -0.6407
H: 3.7898 -0.8100 2.7209
H: 5.1636 -1.3995 1.7711
H: 1.9397 -2.2732 3.1696
H: 1.8256 -3.8289 2.3651
H: 1.5670 -2.4613 -1.4501
H: 1.6317 -3.9689 -0.5039
H: 1.9101 0.1673 1.6275
H: 1.7817 0.1257 -0.1221

Atomic partial charges in e from the natural (NBO) method, atoms 1 to 4: atom 1 (V): 1.285, atom 2 (C): -0.249, atom 3 (O): -0.526, atom 4 (C): 0.288

***

2 unconnected molecules or ions with the total composition C5H14 at a distorted geometry, computed with the ωB97M-V functional and the def2-TZVPD basis.

As for the structure (SMILES): CCC.CC. For the orbital gap, the calculation gives 12.05 eV. The HOMO energy comes out at -0.401 Eh. The energy above the lowest of the compared OMol25 structures with the same formula, charge and spin comes out at 18.0 kcal/mol.

Positions of all 19 atoms, in Å:
C: 1.2033 -1.2086 2.3235
C: 0.5492 -0.7191 1.0513
C: -0.9523 -1.1356 0.9692
H: 0.9221 -0.5292 3.1624
H: 2.2909 -1.0740 2.2787
H: 0.8723 -2.1909 2.6002
H: 0.6049 0.3302 0.8113
H: 0.9315 -1.3983 0.2180
H: -1.6252 -0.3155 1.2580
H: -1.2445 -1.2993 -0.0575
H: -1.2566 -1.9207 1.6633
C: 0.1514 0.9993 -2.3806
C: -0.8986 1.9797 -1.8613
H: -0.2045 0.0814 -2.8598
H: 0.9549 1.2730 -3.0927
H: 0.8037 0.6528 -1.5684
H: -1.4417 2.5155 -2.6311
H: -0.2656 2.7298 -1.3740
H: -1.5464 1.6129 -1.0655

Atomic partial charges in e from the natural (NBO) method, atoms 1 to 4: atom 1 (C): -0.608, atom 2 (C): -0.402, atom 3 (C): -0.613, atom 4 (H): 0.197

***

A single C3H6N2O2 molecule, computed with the ωB97M-V functional and the def2-TZVPD basis.

For the orbital gap, the calculation gives 8.53 eV. The HOMO energy comes out at -0.295 Eh. The energy above the lowest of the compared OMol25 structures with the same formula, charge and spin comes out at 89.3 kcal/mol.

Positions of all 13 atoms, in Å:
N: -2.1286 -0.1750 -0.2125
C: -0.8160 -0.1253 -0.1018
O: -0.2706 0.9818 -0.5130
C: 0.0251 -1.1384 0.6506
O: 0.6220 -0.3365 1.5362
C: 1.1327 1.1168 -0.2454
N: 1.9040 0.6840 -1.1327
H: -2.6602 0.6201 -0.5422
H: -2.6190 -1.0057 0.0801
H: 0.6699 -1.6744 -0.0907
H: -0.6859 -1.9040 1.0517
H: 1.3021 1.7400 0.6234
H: 2.8659 0.9224 -0.9014

Atomic partial charges in e from the natural (NBO) method, atoms 1 to 4: atom 1 (N): -0.735, atom 2 (C): 0.717, atom 3 (O): -0.480, atom 4 (C): -0.111

***

3 unconnected molecules or ions with the total composition CH9N2O2 at a distorted geometry, computed with the ωB97M-V functional and the def2-TZVPD basis.

For the orbital gap, the calculation gives 11.03 eV. The HOMO energy comes out at -0.544 Eh. As for the charge: +1. The energy above the lowest of the compared OMol25 structures with the same formula, charge and spin comes out at 20.5 kcal/mol.

Positions of all 14 atoms, in Å:
N: 1.2501 0.1930 0.5151
C: -0.0529 0.1781 0.7030
N: -0.8312 1.1912 0.3480
H: 1.7321 -0.6887 0.4042
H: 1.5809 0.7920 -0.2391
H: -0.4800 -0.7179 1.1474
H: -1.8110 0.9676 0.3453
H: -0.4087 2.1031 0.2779
H: -2.0222 -3.2271 -0.4518
H: -2.8066 -3.6803 0.8399
O: -2.0832 -3.1474 0.5032
H: 1.2505 1.8902 -2.3997
H: 2.7218 1.8666 -2.0468
O: 1.8461 1.8963 -1.6395

Atomic partial charges in e from the natural (NBO) method, atoms 1 to 4: atom 1 (N): -0.721, atom 2 (C): 0.413, atom 3 (N): -0.724, atom 4 (H): 0.427

***

10 unconnected molecules or ions with the total composition C22H68N16O10 at a distorted geometry, computed with the ωB97M-V functional and the def2-TZVPD basis.

As for the structure (SMILES): COC[C@H](C)N.COC[C@H](C)N.COC[C@H](C)N.COC[C@H](C)N.NC(N)=O.NC(N)=O.NC(N)=O.NC(N)=O.NC(N)=O.NC(N)=O. For the orbital gap, the calculation gives 9.24 eV. The HOMO energy comes out at -0.338 Eh. The energy above the lowest of the compared OMol25 structures with the same formula, charge and spin comes out at 173.1 kcal/mol.

Positions of all 116 atoms, in Å:
C: -4.8779 -7.1526 -2.1118
O: -5.1554 -6.8679 -0.7074
C: -4.0859 -6.2318 -0.0069
C: -4.8335 -5.1413 0.8300
C: -3.8095 -3.9814 1.1968
N: -5.2518 -5.7780 2.0473
H: -5.7951 -7.4490 -2.6209
H: -4.1953 -8.0004 -2.1698
H: -4.3951 -6.2936 -2.5777
H: -3.6335 -6.9640 0.6620
H: -3.2735 -5.8907 -0.6485
H: -5.6733 -4.7355 0.2661
H: -2.9671 -4.5380 1.6076
H: -4.1135 -3.1652 1.8521
H: -3.4559 -3.4785 0.2967
H: -5.7653 -6.5921 1.7411
H: -5.9784 -5.2446 2.5031
C: -8.5480 3.1966 -5.9532
O: -7.1849 3.2273 -6.3690
C: -6.2736 4.2447 -5.7560
C: -4.8349 4.0856 -6.2912
C: -4.6481 4.4002 -7.7790
N: -4.4674 2.7005 -6.0178
H: -8.5384 2.9201 -4.8989
H: -9.0205 2.3560 -6.4614
H: -9.2519 4.0287 -5.9701
H: -6.7529 5.2198 -5.8431
H: -6.3311 3.9558 -4.7066
H: -4.1431 4.5505 -5.5887
H: -4.8269 5.4582 -7.9709
H: -5.2999 3.7695 -8.3835
H: -3.7054 4.2789 -8.3125
H: -4.5683 2.5326 -5.0269
H: -5.3555 2.3606 -6.3583
C: 6.6773 -0.6694 2.3922
O: 6.5592 0.3861 1.4134
C: 7.5217 1.3507 1.4113
C: 7.5757 2.0406 0.1027
C: 8.8850 2.8272 -0.1040
N: 6.4578 2.9516 0.0563
H: 5.6768 -1.0917 2.4865
H: 6.9422 -0.2308 3.3542
H: 7.3626 -1.4630 2.0944
H: 7.4923 2.1192 2.1837
H: 8.4236 0.7867 1.6492
H: 7.5226 1.3143 -0.7083
H: 8.8423 3.2201 -1.1198
H: 9.6941 2.1000 -0.0362
H: 9.2260 3.6439 0.5324
H: 5.6348 2.5601 0.4917
H: 6.2291 3.1545 -0.9063
C: 2.2527 -1.6894 6.9139
O: 2.2900 -0.2846 6.8072
C: 2.9061 0.3261 7.9757
C: 3.3164 1.8536 8.0429
C: 4.1566 2.3158 6.8594
N: 4.0668 2.1587 9.2350
H: 2.0048 -1.9404 7.9452
H: 3.2438 -2.1197 6.7702
H: 1.5789 -2.1164 6.1711
H: 2.3184 0.1333 8.8732
H: 3.7479 -0.3188 8.2279
H: 2.3957 2.4351 7.9950
H: 4.4196 3.3653 6.9924
H: 3.5868 2.2023 5.9372
H: 4.9806 1.6026 6.8798
H: 3.6340 1.7913 10.0703
H: 4.9402 1.6535 9.2805
N: -3.6648 2.8731 6.4744
C: -2.8926 1.8777 6.4563
N: -1.9683 1.8720 5.5758
O: -2.9392 1.0656 7.3547
H: -3.6138 3.5533 5.7295
H: -4.1555 3.0011 7.3479
H: -1.9669 2.5245 4.8050
H: -1.2100 1.2186 5.7105
N: 0.3237 -5.3282 -3.8271
C: 0.0219 -4.1637 -4.1413
N: 0.1564 -4.0130 -5.3946
O: -0.2094 -3.2365 -3.3424
H: 0.1664 -5.5121 -2.8465
H: 0.5923 -6.0233 -4.5088
H: 0.4438 -4.8553 -5.8720
H: 0.0127 -3.1419 -5.8850
N: 2.0271 -0.0692 -0.2712
C: 1.1867 0.9673 -0.1169
N: 0.0895 0.7694 -0.8155
O: 1.4598 1.9623 0.5845
H: 1.8011 -0.8094 -0.9201
H: 2.8919 -0.0379 0.2497
H: 0.0882 -0.0621 -1.3888
H: -0.7492 1.3097 -0.6579
N: -7.8252 -0.7949 -2.2417
C: -6.6186 -0.5014 -2.6309
N: -6.0940 -1.4291 -3.3881
O: -6.0024 0.4795 -2.2725
H: -8.3831 -0.1679 -1.6798
H: -8.2164 -1.6391 -2.6346
H: -5.1027 -1.3688 -3.5718
H: -6.4411 -2.3755 -3.4514
N: 6.1928 -3.3274 -2.8970
C: 6.4174 -4.6002 -2.6678
N: 7.1972 -4.7313 -1.6710
O: 5.7958 -5.4443 -3.2199
H: 5.5763 -3.0896 -3.6608
H: 6.4179 -2.6864 -2.1496
H: 7.7862 -3.9505 -1.4190
H: 7.4312 -5.6895 -1.4538
N: 0.8807 6.2744 -2.0258
C: 1.5877 7.1880 -1.4270
N: 2.1926 6.7043 -0.4003
O: 1.7221 8.3107 -1.9017
H: 0.8263 5.4473 -1.4487
H: 0.3822 6.3856 -2.8971
H: 1.9693 5.8094 0.0113
H: 2.8643 7.3053 0.0556

Atomic partial charges in e from the Mulliken method, atoms 1 to 4: atom 1 (C): -0.700, atom 2 (O): -0.328, atom 3 (C): -0.844, atom 4 (C): 0.581

***

10 unconnected molecules or ions with the total composition C13H45F3O9Si at a distorted geometry, computed with the ωB97M-V functional and the def2-TZVPD basis.

As for the structure (SMILES): CC[Si@H](C)C(F)(F)F.CO.CO.CO.CO.CO.CO.CO.CO.CO. For the orbital gap, the calculation gives 10.36 eV. The HOMO energy comes out at -0.363 Eh.

Positions of all 71 atoms, in Å:
C: 0.0875 2.6700 -1.0428
C: 0.5216 2.2364 0.3828
Si: 0.9844 0.4119 0.4772
C: 1.3048 -0.3403 -1.2084
C: -0.3730 -0.5030 1.5394
F: -1.3205 0.3495 1.9658
F: 0.1305 -1.0081 2.6803
F: -1.0243 -1.4668 0.8765
H: -0.3307 3.6689 -0.9674
H: -0.6322 1.9901 -1.4767
H: 0.9757 2.7322 -1.6626
H: -0.2389 2.5405 1.0959
H: 1.4249 2.8031 0.6111
H: 2.2363 0.3186 1.2571
H: 1.8240 0.4297 -1.7754
H: 1.9860 -1.1737 -1.1602
H: 0.4218 -0.6255 -1.7679
C: 1.0329 -4.4960 -2.0434
O: 0.8241 -3.1339 -1.6593
H: 1.2676 -4.5153 -3.1048
H: 1.8685 -4.9247 -1.4852
H: 0.1286 -5.0844 -1.8660
H: 0.6156 -3.1236 -0.7188
C: 2.3929 -4.7497 -6.3293
O: 1.7292 -5.3860 -5.2444
H: 2.9844 -3.9229 -5.9421
H: 3.0550 -5.4610 -6.8296
H: 1.6602 -4.3615 -7.0414
H: 1.2122 -6.1104 -5.6145
C: -4.0819 1.0170 4.3740
O: -4.2447 1.9253 3.2872
H: -4.6890 1.3609 5.2092
H: -4.4071 0.0149 4.0863
H: -3.0323 0.9880 4.6780
H: -3.6984 1.6013 2.5626
C: -2.4957 4.8530 4.3355
O: -3.1807 4.2917 5.4497
H: -1.9103 5.6995 4.6880
H: -1.8273 4.1107 3.8919
H: -3.2144 5.1959 3.5876
H: -3.6935 3.5462 5.1204
C: 2.4140 5.8633 0.3911
O: 2.1242 4.6848 1.1404
H: 2.3094 5.6225 -0.6638
H: 1.7142 6.6627 0.6458
H: 3.4361 6.1993 0.5807
H: 2.2185 4.9030 2.0739
C: -4.6087 5.7969 8.6431
O: -4.7709 6.6988 7.5569
H: -5.2194 6.1495 9.4711
H: -4.9381 4.7959 8.3526
H: -3.5611 5.7677 8.9542
H: -4.2241 6.3683 6.8341
C: 4.4177 -1.2294 -3.8966
O: 3.7420 -1.8068 -2.7866
H: 5.0263 -0.4072 -3.5285
H: 5.0679 -1.9643 -4.3798
H: 3.7005 -0.8428 -4.6267
H: 3.2018 -2.5326 -3.1181
C: -1.1838 -4.8265 -8.0863
O: -1.2679 -5.6873 -6.9514
H: -0.2392 -5.0116 -8.5912
H: -2.0064 -5.0345 -8.7744
H: -1.2230 -3.7822 -7.7663
H: -2.1090 -5.5046 -6.5204
C: 1.7049 -4.5578 1.8958
O: 1.9092 -3.2405 2.3885
H: 2.6143 -5.1276 2.0697
H: 0.8759 -5.0423 2.4196
H: 1.4974 -4.5455 0.8255
H: 1.1039 -2.7380 2.2309

Atomic partial charges in e from the Mulliken method, atoms 1 to 4: atom 1 (C): -1.324, atom 2 (C): 0.101, atom 3 (Si): -0.014, atom 4 (C): -1.028